C4H7N3 | wB97M-V/def2-TZVPD

Geometry as XYZ:
```
14
Properties=species:S:1:pos:R:3:forces:R:3:lowdin_charge:R:1
N 2.050617 -1.121708 -0.935017 0.946 0.753 0.030 0.0709
C 0.833776 -0.622931 -0.433810 -0.184 -0.217 0.190 -0.4194
C 0.558811 0.140398 0.673813 -0.206 -0.241 0.301 -0.0110
C -0.804098 0.530670 0.574252 -0.079 -0.216 -0.170 -0.3615
N -1.497710 1.263895 1.553831 -0.074 0.155 0.004 0.0658
C -1.306059 -0.017687 -0.581988 -0.237 0.070 0.071 -0.0881
N -0.291319 -0.740434 -1.178192 0.045 0.137 -0.020 0.0588
H 2.669748 -0.295510 -0.889618 0.040 -1.044 -0.232 0.0904
H 2.469613 -1.869066 -0.381301 -0.269 0.287 -0.076 0.0794
H 1.188345 0.243025 1.550804 0.044 0.247 -0.311 0.1055
H -2.353195 1.669323 1.195659 0.090 -0.023 0.080 0.0778
H -0.919203 1.996046 1.947946 -0.131 -0.079 -0.044 0.0784
H -2.295591 0.016529 -1.007775 0.039 0.023 0.036 0.1034
H -0.309554 -1.190995 -2.079175 -0.023 0.149 0.142 0.1497
```
Forces are in eV/Å.

The net charge is 0. The calculation puts the energy relative to the best compared isomer or geometry (same formula, charge and spin) at 3.29 kcal/mol. The value obtained for the lowest unoccupied orbital energy is 1.0866 eV. The HOMO energy is -7.40 eV.